Computed, not measured: a structure of composition C27H37BN9SSbSe4Sn, with wB97M-V/def2-TZVPD.

The calculation puts the HOMO energy at -7.0 eV. The calculated total energy comes out at -327280.5599 eV. The largest force on an atom comes out at 2.59 eV/A. The energy relative to the best compared isomer or geometry (same formula, charge and spin) is 0.00 kcal per mole.

Element x y z (Å)
Sn1 -0.367 -0.788 0.209
C1 3.154 1.917 2.150
C2 1.628 1.717 2.289
C3 0.971 2.943 2.890
C4 1.365 0.457 3.027
C5 1.869 0.028 4.271
C6 1.319 -1.214 4.480
N1 0.449 -1.443 3.479
N2 0.512 -0.451 2.606
B1 -0.493 -2.627 3.157
N3 -1.842 -1.984 2.785
C7 -3.017 -2.033 3.433
C8 -3.937 -1.179 2.815
C9 -3.268 -0.710 1.723
N4 -2.021 -1.147 1.714
C10 -3.890 0.297 0.783
C11 -3.454 0.287 -0.674
C12 -3.798 1.753 1.328
N5 0.158 -3.412 2.052
C13 0.623 -4.649 2.048
C14 1.304 -4.884 0.891
C15 1.172 -3.710 0.118
N6 0.472 -2.799 0.856
C16 1.524 -3.429 -1.319
C17 2.311 -4.652 -1.890
C18 2.415 -2.222 -1.559
H1 3.382 2.869 1.662
H2 3.633 2.044 3.164
H3 3.702 1.150 1.597
H4 1.273 1.613 1.241
H5 1.496 3.291 3.765
H6 1.049 3.725 2.107
H7 -0.104 2.783 3.026
H8 2.531 0.547 4.940
H9 1.384 -1.871 5.350
H10 -0.593 -3.183 4.146
H11 -3.146 -2.564 4.348
H12 -4.948 -0.925 3.062
H13 -4.979 0.079 0.712
H14 -2.469 0.782 -0.876
H15 -3.389 -0.709 -1.077
H16 -4.248 0.765 -1.281
H17 -2.769 2.022 1.325
H18 -4.302 2.432 0.682
H19 -4.290 1.952 2.317
H20 0.480 -5.265 2.903
H21 1.817 -5.778 0.642
H22 0.595 -3.305 -1.819
H23 3.101 -4.925 -1.210
H24 1.695 -5.527 -2.101
H25 2.719 -4.381 -2.868
H26 3.406 -2.297 -1.068
H27 2.582 -2.094 -2.602
H28 1.960 -1.318 -1.230
Se1 -0.690 -1.250 -4.721
Sb1 -2.409 -2.778 -3.483
Se2 -2.733 -0.155 -4.149
Se3 -1.934 -2.941 -1.070
Se4 -4.198 -0.116 -5.815
C19 -2.996 3.586 -2.597
N7 -1.673 3.083 -2.954
C20 -1.237 2.670 -4.218
C21 0.035 2.266 -4.099
N8 0.346 2.381 -2.761
C22 -0.686 2.883 -2.043
S1 -0.683 3.195 -0.382
C23 1.684 2.280 -2.284
C24 2.526 3.376 -2.480
C25 3.828 3.261 -2.102
C26 4.256 2.074 -1.494
C27 3.325 1.026 -1.374
N9 2.055 1.168 -1.718
H29 -3.746 3.187 -3.308
H30 -3.128 4.669 -2.705
H31 -3.161 3.319 -1.567
H32 -1.908 2.674 -5.029
H33 0.750 1.852 -4.799
H34 2.137 4.257 -2.976
H35 4.559 4.062 -2.209
H36 5.279 1.897 -1.186
H37 3.672 0.096 -0.991

Force components x, y, z for each atom (eV/Å):
-0.1477 -0.1426 0.4928
0.5869 0.9388 1.1911
1.0848 -0.3298 -1.2204
-0.2822 0.4609 -1.4959
0.0914 -0.0233 1.0114
0.5390 0.1273 -0.0069
-0.7195 0.0338 0.7717
0.3360 -0.5093 0.2031
-0.4288 0.4233 -1.7850
0.4221 1.7043 0.0956
-1.3514 0.2684 -0.7206
-0.4467 0.8737 0.1495
0.4398 -1.3767 0.9229
-0.2893 1.4188 -0.9599
0.8949 -0.5072 -0.4462
-1.0058 0.7549 -0.1428
0.3190 0.4903 -0.6553
-0.6952 -0.8877 1.0649
-0.2517 0.7033 -1.5375
0.1789 0.1156 0.3987
0.0815 0.5628 -1.0647
-0.7457 0.7022 0.9974
0.6254 -1.3768 0.3048
2.0397 -1.5141 0.4845
-1.0248 0.4319 -0.6372
0.4235 -0.1849 1.0297
-0.2401 -0.0168 -0.2110
-0.4394 -0.4186 -0.8256
-0.3459 -0.1859 0.1756
-0.2039 -0.0770 0.5824
-0.1007 0.0398 0.5701
-0.0225 -0.1297 0.5419
0.2383 0.0157 0.3990
0.1452 0.0203 -0.0744
-0.0028 0.1787 -0.5067
-0.3475 -1.3121 1.0823
0.1867 -0.4526 0.3061
-0.1532 -0.2168 0.2677
0.6095 -0.2858 0.4441
-0.8034 -0.0939 0.2225
0.0466 -0.4792 0.0497
0.5673 0.1690 0.2820
0.8860 0.4786 0.3357
-0.3933 0.4439 -0.9343
0.7188 -0.6588 -0.6076
-0.0685 -0.3511 0.4233
0.2030 -0.4667 -0.2749
-0.8029 0.1303 -0.6698
0.4409 -0.1085 0.1280
-0.1684 -0.0050 0.3812
0.2036 0.0530 0.2185
-0.4937 -0.2133 -0.1094
0.1262 0.0379 -0.9902
-0.3776 0.8536 0.3387
0.0219 -0.2355 0.2301
0.0145 0.4611 0.0795
0.1643 -0.6281 0.8294
-0.2002 0.0091 -0.6269
-0.2473 0.1200 -0.4833
-0.3973 0.0289 -1.0970
-0.0408 -0.0552 -0.0970
-0.0743 0.5197 0.8343
-0.0260 -0.1272 -0.2990
0.7388 -0.1052 0.2598
-0.2167 0.2236 0.3639
-0.0296 0.0063 -0.3759
0.1938 0.8789 0.1088
-0.9214 -0.0705 -0.5964
1.5187 -0.3524 1.0064
-0.8470 -0.6222 -0.5034
1.0350 1.8647 -0.0249
-0.2087 -1.1663 -0.1150
0.3995 -0.3203 0.6169
0.6685 -0.0277 0.1475
-0.3364 -0.1827 0.2171
-0.4654 0.0417 -0.8506
-0.3196 0.1291 0.1046
0.0344 0.0095 0.1068
-0.3589 -0.0130 -0.1546
-0.0499 0.2073 -0.0324
-0.1319 -0.7008 0.3606

Computed, not measured: an isolated molecule of C2H4, with wB97M-V/def2-TZVPD.

Its structure (SMILES) is C=C. The calculation puts the HOMO energy at -10.2 eV. The calculated total energy comes out at -2137.4733 eV. The largest force on an atom comes out at 2.22 eV/A. The energy relative to the best compared isomer or geometry (same formula, charge and spin) is 9.85 kcal per mole.

Element x y z (Å)
C1 0.409 0.210 0.497
C2 -0.280 -0.225 -0.561
H1 -0.016 0.062 1.451
H2 1.378 0.590 0.529
H3 -1.296 -0.488 -0.213
H4 -0.196 -0.150 -1.704

Force components x, y, z for each atom (eV/Å):
-0.4370 -0.8994 -1.5490
-1.6342 0.7547 -0.3102
-0.5673 -0.0559 0.9438
1.5766 0.6762 -0.3995
0.4121 -0.3861 -0.8047
0.6498 -0.0894 2.1195